Entry w
{"formula": "C4H3NS", "method": "the ωB97M-V functional and the def2-TZVPD basis", "elements": ["C", "C", "C", "C", "N", "S", "H", "H", "H"], "coordinates": [[0.201, -0.096, -0.215], [0.719, 1.163, -0.658], [-0.119, -1.253, -0.998], [1.161, 1.682, -1.780], [0.350, -1.790, -2.006], [1.801, 2.397, -3.011], [-0.149, 0.116, 0.737], [0.554, 1.891, 0.240], [-1.054, -1.782, -0.677]], "mulliken_charge": [-0.502, 0.196, 0.206, 0.034, -0.463, -0.298, 0.350, 0.207, 0.271], "lumo_energy_ev": [-1.35, -0.94], "orbital_gap_ev": [8.14, 6.67], "charge": 0}


Entry x
{"formula": "C4H3NS", "method": "the ωB97M-V functional and the def2-TZVPD basis", "elements": ["N", "C", "C", "C", "C", "S", "H", "H", "H"], "coordinates": [[2.225, 0.589, -0.826], [1.503, 0.143, -0.027], [0.747, -0.362, 1.139], [-0.810, 0.231, 0.747], [-1.490, 1.290, 0.705], [-2.056, 0.068, -0.517], [1.056, -0.078, 2.120], [0.467, -1.429, 1.102], [-1.662, 2.281, 0.924]], "mulliken_charge": [-0.365, 0.277, -0.216, -0.099, -0.323, -0.237, 0.311, 0.206, 0.445], "lumo_energy_ev": 0.43, "smiles": "N#CCC1=CS1", "orbital_gap_ev": 8.50, "charge": 0}


Most favorable first, least favorable last: entry x, entry w


Entry w
{"formula": "C4H3NS", "method": "the ωB97M-V functional and the def2-TZVPD basis", "elements": ["N", "C", "C", "C", "C", "S", "H", "H", "H"], "coordinates": [[0.303, -0.010, -2.997], [0.196, -0.382, -1.830], [0.206, -0.902, -0.471], [0.229, -0.188, 0.773], [-0.302, 1.056, 1.076], [-1.423, 2.002, 0.311], [0.235, -1.996, -0.488], [0.341, -0.978, 1.622], [0.216, 1.398, 2.004]], "mulliken_charge": [-0.387, 0.131, -0.136, -0.005, -0.269, -0.158, 0.313, 0.241, 0.268], "lumo_energy_ev": -2.09, "smiles": "N#C/C=C\\C=S", "orbital_gap_ev": 7.23, "charge": 0}


Entry x
{"formula": "C4H3NS", "method": "the ωB97M-V functional and the def2-TZVPD basis", "elements": ["C", "C", "N", "S", "C", "C", "H", "H", "H"], "coordinates": [[0.131, 0.020, 0.061], [1.512, -0.227, 0.110], [2.571, 0.754, -0.798], [4.131, 0.288, -0.256], [3.862, -1.030, 0.797], [2.565, -0.810, 0.601], [-0.017, 0.800, -0.681], [-0.070, 0.641, 0.894], [-0.402, -0.864, -0.008]], "mulliken_charge": [-1.197, 0.009, -0.375, 0.155, -0.416, 0.803, 0.359, 0.323, 0.338], "lumo_energy_ev": [-0.66, -0.66], "smiles": "CC1=NS2#CC=21", "orbital_gap_ev": [8.62, 8.62], "charge": 0}


Entry y
{"formula": "C4H3NS", "method": "the ωB97M-V functional and the def2-TZVPD basis", "elements": ["C", "C", "C", "C", "N", "S", "H", "H", "H"], "coordinates": [[0.584, 0.335, 0.850], [-0.173, 1.314, 0.184], [0.604, -0.933, 0.320], [-0.910, -0.492, -1.350], [-0.227, -1.281, -0.722], [-2.109, -0.051, -2.306], [1.242, 0.483, 1.583], [-0.209, 2.281, 0.654], [1.199, -1.655, 0.787]], "mulliken_charge": [-0.108, -0.791, -0.074, 0.403, -0.312, -0.219, 0.444, 0.235, 0.422], "lumo_energy_ev": [-1.64, -1.64], "orbital_gap_ev": [6.71, 6.71], "charge": 0}


Entry z
{"formula": "C4H3NS", "method": "the ωB97M-V functional and the def2-TZVPD basis", "elements": ["N", "C", "C", "C", "C", "S", "H", "H", "H"], "coordinates": [[-1.565, 2.297, 1.173], [-0.842, 1.495, 0.814], [0.118, 0.587, 0.204], [-0.570, -0.067, -0.987], [-0.733, 0.497, -2.137], [-0.688, 0.815, -3.657], [0.233, -0.206, 1.075], [1.213, 0.806, 0.139], [-1.149, -0.878, -0.740]], "mulliken_charge": [-0.373, 0.252, -0.444, -0.135, 0.113, -0.316, 0.188, 0.351, 0.364], "lumo_energy_ev": -0.61, "smiles": "N#CCC=C=S", "orbital_gap_ev": 8.35, "charge": 0}


Most favorable first, least favorable last: entry z, entry w, entry y, entry x


Entry w
{"formula": "C4H3NS", "method": "the ωB97M-V functional and the def2-TZVPD basis", "elements": ["N", "C", "C", "C", "C", "S", "H", "H", "H"], "coordinates": [[1.727, 1.578, 1.512], [1.137, 0.658, 1.189], [0.555, -0.473, 0.562], [-0.650, 0.114, -0.406], [-1.271, 1.070, -0.980], [-1.714, -0.748, -1.538], [0.147, -1.218, 1.202], [1.331, -0.724, -0.009], [-1.807, 1.930, -1.342]], "mulliken_charge": [-0.369, 0.185, -0.214, 0.113, -0.427, -0.264, 0.305, 0.229, 0.443], "lumo_energy_ev": 0.52, "smiles": "N#CCC1=CS1", "orbital_gap_ev": 8.75, "charge": 0}


Entry x
{"formula": "C4H3NS", "method": "the ωB97M-V functional and the def2-TZVPD basis", "elements": ["C", "C", "C", "C", "N", "S", "H", "H", "H"], "coordinates": [[-3.528, -1.122, 0.018], [-4.788, -1.212, 0.038], [-1.462, 0.285, 0.003], [0.102, 0.167, 0.059], [-2.367, -0.657, 0.024], [-2.191, 1.817, -0.033], [0.563, -0.660, -0.316], [0.328, 0.278, 1.104], [0.312, 1.167, -0.481]], "mulliken_charge": [0.821, -0.757, 0.324, -0.916, -0.157, -0.227, 0.356, 0.280, 0.275], "lumo_energy_ev": [-2.79, -3.03], "orbital_gap_ev": [6.56, 6.23], "charge": 0}


Most favorable first, least favorable last: entry w, entry x


Entry w
{"formula": "C6H14N2O", "method": "the ωB97M-V functional and the def2-TZVPD basis", "elements": ["H", "N", "C", "C", "N", "C", "C", "O", "C", "C", "H", "H", "H", "H", "H", "H", "H", "H", "H", "H", "H", "H", "H"], "coordinates": [[-2.350, 1.126, 0.498], [-2.628, 0.201, 0.836], [-1.792, -0.664, 0.382], [-1.998, -2.122, 0.699], [-0.654, -0.269, -0.422], [0.545, 0.216, 0.190], [0.373, 0.848, 1.569], [1.418, -0.891, 0.286], [1.188, 1.299, -0.826], [1.556, 0.736, -2.192], [-1.705, -2.741, -0.153], [-1.378, -2.391, 1.558], [-3.047, -2.319, 0.940], [-0.343, -1.070, -0.969], [0.005, 0.119, 2.300], [1.338, 1.194, 1.957], [-0.309, 1.702, 1.541], [2.218, -0.594, 0.750], [2.102, 1.684, -0.359], [0.497, 2.140, -0.946], [2.056, 1.501, -2.796], [2.240, -0.114, -2.103], [0.668, 0.408, -2.741]], "mulliken_charge": [0.302, -0.680, 0.507, -1.095, -0.353, 1.110, -1.856, -0.627, -0.595, -1.211, 0.337, 0.220, 0.362, 0.287, 0.387, 0.485, 0.387, 0.407, 0.332, 0.334, 0.402, 0.276, 0.282], "lumo_energy_ev": 0.76, "smiles": "[H]/N=C(/C)N[C@@](C)(O)CC", "orbital_gap_ev": 10.18, "charge": 0}


Entry x
{"formula": "C6H14N2O", "method": "the ωB97M-V functional and the def2-TZVPD basis", "elements": ["C", "N", "C", "C", "N", "H", "H", "H", "H", "H", "H", "H", "H", "C", "C", "O", "C", "H", "H", "H", "H", "H", "H"], "coordinates": [[1.531, -1.482, -1.325], [1.369, -0.100, -0.951], [1.270, 0.238, 0.283], [1.402, 1.695, 0.625], [1.456, -0.616, 1.357], [1.523, -1.530, -2.414], [0.718, -2.112, -0.943], [2.483, -1.885, -0.965], [1.421, 2.285, -0.286], [0.548, 2.006, 1.226], [2.311, 1.875, 1.197], [1.210, -0.248, 2.262], [1.195, -1.580, 1.215], [-1.952, 1.028, 1.055], [-1.634, -0.252, 0.884], [-1.646, -0.975, -0.292], [-1.839, -0.262, -1.498], [-2.110, 1.414, 2.046], [-1.979, 1.739, 0.248], [-1.637, -0.947, 1.716], [-2.810, 0.240, -1.505], [-1.795, -1.003, -2.294], [-1.038, 0.470, -1.642]], "mulliken_charge": [-0.988, -0.495, 0.916, -1.379, -0.520, 0.293, 0.303, 0.368, 0.302, 0.326, 0.376, 0.272, 0.253, -0.966, 0.121, -0.328, -0.823, 0.323, 0.309, 0.396, 0.364, 0.233, 0.343], "lumo_energy_ev": 0.94, "smiles": "C/N=C(/C)N.C=COC", "orbital_gap_ev": 9.83, "charge": 0}


Most favorable first, least favorable last: entry w, entry x


Entry w
{"formula": "C2H8N3O2", "method": "the ωB97M-V functional and the def2-TZVPD basis", "elements": ["C", "C", "N", "N", "O", "N", "O", "H", "H", "H", "H", "H", "H", "H", "H"], "coordinates": [[0.100, -1.874, 1.553], [0.240, -1.372, 0.113], [0.430, 0.109, 0.031], [-0.275, 0.790, -0.824], [-1.093, 0.417, -1.586], [0.215, 2.276, -0.758], [-0.737, 3.013, -1.524], [-0.952, -1.517, 1.902], [-0.014, -2.868, 1.544], [0.931, -1.599, 2.057], [1.280, -1.828, -0.183], [-0.640, -1.481, -0.419], [1.327, 0.374, 0.417], [0.095, 2.824, 0.107], [-0.907, 2.735, -2.431]], "mulliken_charge": [-1.210, -0.378, -0.194, 0.920, -0.515, -0.212, -0.389, 0.304, 0.383, 0.444, 0.290, 0.479, 0.372, 0.350, 0.356], "lumo_energy_ev": -5.65, "smiles": "CCN[N+](=O)NO", "orbital_gap_ev": 9.59, "charge": 1}


Entry x
{"formula": "C2H8N3O2", "method": "the ωB97M-V functional and the def2-TZVPD basis", "elements": ["H", "N", "N", "N", "O", "C", "O", "C", "H", "H", "H", "H", "H", "H", "H"], "coordinates": [[-3.646, 1.261, 0.277], [-2.745, 1.625, 0.003], [-1.718, 1.018, 0.317], [-0.547, 1.458, 0.098], [0.663, 0.849, 0.449], [0.748, -0.592, 0.792], [0.445, -1.413, -0.200], [1.508, -1.283, -1.156], [-1.746, 0.104, 0.930], [-0.483, 2.387, -0.261], [0.331, -0.781, 1.765], [1.863, -0.662, 1.075], [1.203, -1.905, -1.964], [2.356, -1.840, -0.780], [1.768, -0.225, -1.347]], "mulliken_charge": [0.305, -0.743, 0.843, -0.105, -0.222, -0.371, -0.319, -0.732, 0.310, 0.284, 0.484, 0.297, 0.284, 0.330, 0.354], "lumo_energy_ev": -5.07, "smiles": "[H]/N=[NH+]/NOCOC", "orbital_gap_ev": 9.80, "charge": 1}


Most favorable first, least favorable last: entry x, entry w


Entry w
{"formula": "ClHNP", "method": "the ωB97M-V functional and the def2-TZVPD basis", "elements": ["N", "P", "Cl", "H"], "coordinates": [[-0.275, 0.563, -0.215], [0.534, -0.755, 0.005], [-2.006, 0.125, -0.034], [1.747, 0.067, 0.245]], "mulliken_charge": [-0.155, 0.193, -0.118, 0.080], "lumo_energy_ev": -1.00, "orbital_gap_ev": 9.14, "charge": 0}


Entry x
{"formula": "ClHNP", "method": "the ωB97M-V functional and the def2-TZVPD basis", "elements": ["N", "P", "Cl", "H"], "coordinates": [[1.977, 0.310, 1.435], [2.004, 0.237, -0.034], [-2.183, -0.919, -0.535], [-1.798, 0.372, -0.866]], "mulliken_charge": [-0.249, 0.254, -0.261, 0.256], "lumo_energy_ev": -0.30, "smiles": "N#P.Cl", "orbital_gap_ev": 11.37, "charge": 0}


Entry y
{"formula": "ClHNP", "method": "the ωB97M-V functional and the def2-TZVPD basis", "elements": ["N", "P", "Cl", "H"], "coordinates": [[0.608, -0.033, 0.641], [1.840, -0.808, 0.989], [2.663, -3.040, -1.417], [-0.118, -0.496, 0.025]], "mulliken_charge": [-0.320, 0.569, -0.601, 0.352], "lumo_energy_ev": [-3.05, -2.88], "orbital_gap_ev": [5.95, 6.29], "charge": 0}


Most favorable first, least favorable last: entry x, entry w, entry y


Entry w
{"formula": "C4H7N4", "method": "the ωB97M-V functional and the def2-TZVPD basis", "elements": ["C", "C", "C", "C", "N", "N", "N", "N", "H", "H", "H", "H", "H", "H", "H"], "coordinates": [[0.162, -0.571, -2.490], [-1.110, -1.185, -1.950], [0.279, 0.412, 1.024], [-0.869, 0.710, -1.035], [0.333, 0.490, -1.793], [-1.591, -0.433, -1.025], [1.384, 0.984, 0.871], [-0.551, -0.158, 1.768], [0.844, -0.923, -3.405], [-1.412, -2.208, -2.079], [-1.201, 1.712, -0.890], [1.698, 1.102, -0.064], [2.116, 0.874, 1.450], [-1.489, -0.631, 1.370], [-0.529, -0.329, 2.750]], "mulliken_charge": [-0.002, -0.144, 0.355, -0.056, -0.450, -0.475, -0.251, -0.295, 0.322, 0.398, 0.452, 0.320, 0.254, 0.354, 0.217], "lumo_energy_ev": [-5.80, -5.75], "orbital_gap_ev": [8.17, 7.89], "charge": 1}


Entry x
{"formula": "C4H7N4", "method": "the ωB97M-V functional and the def2-TZVPD basis", "elements": ["N", "C", "C", "C", "N", "C", "N", "N", "H", "H", "H", "H", "H", "H", "H"], "coordinates": [[2.095, -2.619, -0.295], [2.120, -1.398, -0.060], [1.827, -0.181, -0.505], [1.378, 1.267, -0.521], [0.192, 0.390, -0.073], [-1.135, 0.287, 0.145], [-2.033, 1.167, -0.399], [-1.648, -0.715, 0.896], [2.229, -2.963, 0.724], [1.699, 1.992, 0.247], [1.332, 1.812, -1.467], [-1.646, 2.168, -0.287], [-3.042, 1.071, -0.286], [-0.803, -1.271, 1.230], [-2.565, -1.007, 0.652]], "mulliken_charge": [-0.352, 0.142, 0.143, -0.325, -0.288, 0.634, -0.431, -0.382, 0.335, 0.248, 0.280, 0.270, 0.234, 0.249, 0.244], "lumo_energy_ev": -5.13, "smiles": "N=C=C1CN1C(N)=[NH2+]", "orbital_gap_ev": 8.68, "charge": 1}


Most favorable first, least favorable last: entry w, entry x